A 2-piece molecular cluster, C4H5N3O overall. Source: the OMol25 dataset; level of theory: wB97M-V/def2-TZVPD.

Geometry as XYZ:
```
13
Properties=species:S:1:pos:R:3:forces:R:3
C 0.88970 -0.02711 -1.52958 -0.70 0.81 -0.15
N -0.44826 0.80113 0.87196 -1.02 -0.30 -0.44
C 1.27599 0.13110 -0.08878 2.37 -3.48 -0.41
C -1.62740 0.46616 0.68235 0.08 1.99 1.30
N -2.80638 0.40351 0.47791 0.43 -0.58 -0.16
C 0.89880 -1.44539 0.63627 0.89 2.08 -0.02
O 2.25575 0.69610 0.30307 -1.63 -0.07 0.34
N 0.86027 -2.37174 1.32224 -0.21 -0.02 -0.29
H -0.17902 1.06441 1.81182 0.14 -0.11 -0.08
H -3.52466 0.51465 1.17549 -0.24 -0.31 -0.33
H -0.19279 -0.10236 -1.60707 -0.02 -0.02 -0.24
H 1.27323 0.80694 -2.11790 -0.19 0.11 0.11
H 1.32478 -0.93741 -1.93776 0.10 -0.11 0.37
```
Forces are in eV/Å.

Computed properties:
- electronic energy (eV) = -10743.44643
- gap between HOMO and LUMO (eV) = 9.79
- charge = 0
- E_HOMO (hartree) = -0.3789
- SMILES = CC(=O)C#N.N=C=N
- energy above the lowest of the compared OMol25 structures with the same formula, charge and spin (kJ/mol) = 402.2

Listed below, in e, are the Mulliken charges computed for each atom: -0.995, -0.494, 0.794, 0.511, -0.443, 0.139, -0.492, -0.458, 0.244, 0.310, 0.297, 0.275, 0.313

=====

One molecule with the formula C6H10S2. Source: the OMol25 dataset; level of theory: wB97M-V/def2-TZVPD.

Geometry as XYZ:
```
18
Properties=species:S:1:pos:R:3:forces:R:3
C 0.79111 -0.76734 -1.98041 1.01 -3.01 -0.88
C 0.31517 -0.53733 -0.44811 -1.13 -0.73 -3.73
C -0.05876 -1.79007 0.34003 -0.79 -2.70 -0.31
C -0.97288 1.85755 0.13720 -1.03 1.85 -1.65
C -0.61272 1.59103 1.53095 -6.15 2.28 0.35
C 0.48378 1.02943 1.69156 6.43 -4.45 4.12
H 1.19952 0.06666 -2.73628 -0.81 -1.62 2.54
H 1.43895 -1.70503 -1.90643 0.42 1.53 -0.32
H -0.00686 -1.33233 -2.57748 0.29 1.31 0.96
H 0.70462 -2.73223 0.28523 -1.29 2.66 0.32
H -0.24892 -1.43947 1.43044 0.11 -1.06 -1.89
H -1.01010 -2.24450 -0.16574 1.41 0.83 1.33
H -1.94042 2.54467 0.04851 2.33 -1.42 -0.17
H 0.02656 2.31852 -0.23364 -2.10 -0.18 -0.17
H -1.29781 1.81919 2.39871 0.84 -0.12 -1.13
H 0.89111 0.65713 2.69225 -0.83 1.09 -1.09
S -1.18917 0.33502 -0.96848 -0.78 2.05 1.85
S 1.48683 0.32912 0.46167 2.07 1.68 -0.12
```
Forces are in eV/Å.

Computed properties:
- electronic energy (eV) = -28051.53201
- gap between HOMO and LUMO (eV) = 9.08
- charge = 0
- E_HOMO (hartree) = -0.3068
- SMILES = CC1(C)SC=CCS1
- energy above the lowest of the compared OMol25 structures with the same formula, charge and spin (kJ/mol) = 270.9

Listed below, in e, are the Mulliken charges computed for each atom: -1.229, 0.733, -1.146, -0.626, 0.138, -0.658, 0.272, 0.339, 0.361, 0.279, 0.323, 0.296, 0.309, 0.338, 0.266, 0.333, -0.125, -0.202

=====

C38H46BrCl2N8O4PSTa as an isolated structure. Source: the OMol25 dataset; level of theory: wB97M-V/def2-TZVPD.

Geometry as XYZ:
```
102
Properties=species:S:1:pos:R:3:forces:R:3
Ta -0.39880 0.64379 1.19634 0.34 0.45 0.18
Cl -0.43000 7.62687 2.09817 0.00 0.00 0.00
C 0.23563 6.32778 1.20064 0.00 0.00 0.01
C 0.28435 5.07022 1.82146 0.02 0.02 0.01
C 0.82327 4.09644 1.03301 0.05 0.04 -0.01
N 1.19807 2.64908 0.98600 -0.22 -0.21 -0.05
C 2.27431 2.38206 1.94418 0.02 -0.04 0.02
O 3.42917 2.42050 1.67878 0.02 0.04 0.00
C 1.67068 2.04471 3.26172 0.00 0.02 -0.06
C 2.28418 2.43934 4.42994 0.01 0.00 0.01
C 1.62545 2.20808 5.63141 -0.01 0.00 0.00
C 0.38517 1.59226 5.59820 0.02 0.00 0.01
C -0.14270 1.19047 4.38355 0.01 0.00 0.01
N 0.48525 1.39892 3.21538 0.00 -0.02 0.01
C 1.29696 4.29597 -0.24261 0.04 0.02 0.00
C 1.26635 5.50426 -0.88152 -0.02 0.00 0.00
C 0.70792 6.53486 -0.10795 0.01 0.00 0.00
Cl 0.62129 8.09106 -0.81119 0.00 0.00 0.00
N 1.67968 2.93594 -0.35320 -0.16 -0.04 -0.06
C 2.31384 2.12947 -1.25171 0.21 0.06 0.06
O 2.63807 2.53157 -2.34088 -0.03 -0.03 0.01
C 2.66768 0.77513 -0.71841 -0.08 0.01 -0.02
C 3.81898 0.16524 -1.15319 -0.01 0.02 0.00
C 4.22720 -1.01094 -0.51949 0.00 -0.01 0.03
C 3.46559 -1.54766 0.49969 0.03 0.00 -0.02
C 2.29341 -0.87866 0.82341 -0.05 0.03 0.01
N 1.89639 0.24471 0.25272 -0.04 -0.15 0.13
H -0.08876 4.94000 2.82673 0.00 0.00 0.00
H 3.24311 2.93786 4.38247 0.00 0.00 0.00
H 2.06548 2.51911 6.56960 0.00 0.00 0.00
H -0.17855 1.41675 6.50368 0.00 0.00 0.00
H -1.10529 0.70166 4.34552 0.00 0.00 -0.01
H 1.64241 5.69223 -1.87570 0.01 0.01 0.01
H 4.40209 0.62976 -1.93559 0.00 0.00 0.00
H 5.14965 -1.49266 -0.81626 0.00 0.00 0.00
H 3.75116 -2.44763 1.02564 0.00 0.01 0.00
H 1.54164 -2.17026 2.14320 0.15 -0.08 -0.16
C -2.70368 -3.50210 4.54000 0.01 0.00 0.00
C -2.50336 -2.40240 3.54180 0.03 0.00 0.01
C -3.59210 -1.87472 2.80334 -0.01 0.02 0.01
C -3.43542 -0.85094 1.89392 -0.01 0.00 -0.01
C -2.13885 -0.37182 1.73103 -0.06 -0.03 -0.04
Br -1.90128 2.57018 1.20174 -0.25 0.15 0.10
N -1.13735 -0.85919 2.43233 -0.02 -0.04 -0.09
C -1.25489 -1.85647 3.33237 -0.02 0.00 0.03
H -3.58707 -4.09190 4.30502 0.00 -0.01 -0.01
H -2.84356 -3.08300 5.53848 -0.02 0.00 0.00
H -1.83923 -4.16376 4.57683 0.00 0.01 0.01
H -4.57639 -2.29616 2.97166 0.00 0.00 0.00
H -4.27011 -0.44041 1.34334 0.00 0.00 0.00
H -0.36909 -2.18850 3.85794 0.00 0.00 -0.01
O -0.69083 0.20424 -0.62630 0.25 -0.38 -0.32
P -0.85463 -0.07163 -2.19632 -0.10 0.16 -0.03
N -2.40032 -0.37743 -2.53190 -0.04 0.08 0.09
C -3.06412 -1.61202 -2.04198 0.01 0.01 0.00
C -4.53813 -1.39045 -2.37977 0.00 -0.01 -0.01
C -4.48255 -0.48296 -3.60640 0.00 0.00 0.00
C -3.36727 0.49009 -3.25131 0.01 0.00 -0.02
N -0.34223 1.27880 -2.90659 -0.05 0.03 0.01
C 0.33101 1.33223 -4.23765 0.02 -0.06 -0.04
C -0.19873 2.62272 -4.84652 0.01 0.01 0.00
C -0.36350 3.54067 -3.63811 -0.04 0.02 0.00
C -0.88695 2.61630 -2.53748 0.06 0.01 0.02
N 0.02921 -1.38744 -2.51959 -0.04 0.00 0.04
C -0.09336 -2.05950 -3.84858 0.00 0.00 0.01
C 0.38930 -3.49421 -3.60190 -0.01 0.00 0.01
C 0.26499 -3.68625 -2.09260 0.02 -0.02 0.00
C 0.63766 -2.31487 -1.54658 0.04 0.02 -0.05
H -2.89183 -1.75376 -0.97196 0.01 0.00 0.00
H -2.66339 -2.48034 -2.57068 0.00 -0.01 0.00
H -5.04302 -0.87681 -1.55886 0.01 0.00 0.00
H -5.05826 -2.32837 -2.56055 0.00 0.00 0.00
H -5.42189 0.02775 -3.80500 0.00 0.00 0.00
H -4.21300 -1.05628 -4.49512 0.00 0.00 0.00
H -3.74173 1.27703 -2.59212 0.00 0.00 0.00
H -2.89655 0.94662 -4.11995 0.01 0.01 0.00
H 0.08778 0.45823 -4.83861 -0.03 0.04 0.00
H 1.40947 1.37847 -4.08783 0.00 -0.02 -0.01
H -1.16006 2.44814 -5.33352 -0.01 0.00 0.02
H 0.48480 3.02418 -5.59147 0.00 0.00 0.00
H -1.05077 4.36302 -3.82529 0.02 0.03 0.02
H 0.60257 3.95586 -3.34869 -0.01 -0.05 -0.03
H -1.97697 2.60369 -2.50760 -0.02 -0.01 -0.05
H -0.53192 2.90895 -1.54907 -0.05 -0.01 -0.01
H 0.52707 -1.55712 -4.58783 -0.01 -0.02 0.00
H -1.13027 -2.02088 -4.18660 -0.01 0.00 0.00
H 1.43107 -3.59213 -3.90732 0.00 0.00 0.00
H -0.18887 -4.21659 -4.17305 0.00 0.00 0.00
H 0.92063 -4.47081 -1.71740 -0.01 -0.01 0.01
H -0.76085 -3.93501 -1.81184 0.00 0.01 -0.01
H 1.72212 -2.18438 -1.53979 0.01 0.00 0.00
H 0.25272 -2.13840 -0.54302 -0.02 0.01 0.02
C 3.32633 -4.37333 3.67604 0.01 0.01 -0.02
S 1.71058 -4.07456 2.93052 -0.05 -0.01 0.11
C 1.68534 -5.34894 1.65507 0.01 0.03 -0.03
O 1.38138 -1.25876 1.73527 0.02 -0.06 0.20
H 3.33082 -5.35678 4.14018 0.00 0.00 0.00
H 3.48606 -3.61898 4.44318 0.00 0.00 0.00
H 4.11754 -4.31322 2.93097 0.01 0.00 0.01
H 1.75293 -6.32774 2.12464 0.00 0.00 0.00
H 2.50770 -5.21789 0.95382 0.00 -0.01 0.00
H 0.73496 -5.27623 1.12955 0.00 0.00 0.00
```
Forces are in eV/Å.

Computed properties:
- electronic energy (eV) = -177007.60989
- gap between HOMO and LUMO (eV) = 6.43
- charge = +3
- E_HOMO (hartree) = -0.5638
- energy above the lowest of the compared OMol25 structures with the same formula, charge and spin (kJ/mol) = 393.3

Mulliken atomic charge list, values in e, 99 entries: 0.537, -0.145, -0.290, -0.698, -0.506, 1.545, 0.407, -0.452, 0.335, -1.107, -0.541, -1.064, -0.263, 0.425, 0.821, -1.483, 0.241, -0.125, -0.508, 0.402, -0.620, 0.172, -0.636, -1.031, -0.986, -0.649, 0.807, 0.669, 0.601, 0.516, 0.511, 0.561, 0.629, 0.676, 0.507, 0.612, -0.648, -1.529, 0.333, -0.373, -1.403, 0.806, -0.241, 0.303, -0.544, 0.437, 0.313, 0.377, 0.533, 0.652, 0.686, 1.703, -1.737, 0.771, -0.266, -0.716, -0.796, -0.354, 0.607, -0.354, -0.927, -0.620, 0.371, 0.756, -0.512, -0.960, -0.593, 0.784, 0.061, 0.182, 0.214, 0.436, 0.420, 0.346, 0.387, 0.057, 0.338, 0.258, 0.299, 0.471, 0.461, 0.093, 0.596, -0.993, 0.334, 0.449, 0.367, 0.407, 0.404, 0.315, -0.172, -0.469, -1.056, 0.167, -0.980, 0.724, 0.398, 0.362, 0.332

=====

C4H8O2 as an isolated structure. Source: the OMol25 dataset; level of theory: wB97M-V/def2-TZVPD.

Geometry as XYZ:
```
14
Properties=species:S:1:pos:R:3:forces:R:3
O 1.34183 0.38008 2.07340 0.06 0.03 -0.08
C 0.67182 1.41701 -0.97581 -0.07 -0.13 -0.04
C 0.05658 0.27969 -0.67815 0.09 0.40 -0.12
C -1.34161 -0.20313 -0.38420 -0.09 0.04 0.02
C -0.62408 -1.52020 -0.04922 -0.20 -0.27 0.08
O 0.64727 -0.94559 -0.45367 0.09 0.04 -0.08
H 1.70268 -0.21836 1.40563 -0.06 -0.02 0.13
H 0.10199 2.32716 -1.12117 0.04 -0.15 0.02
H 1.74945 1.44523 -1.10389 -0.14 -0.01 0.01
H 1.03324 1.12069 1.53524 0.03 -0.04 0.11
H -1.84841 0.29201 0.44671 0.10 -0.06 -0.13
H -2.00048 -0.24287 -1.25535 0.12 0.01 0.14
H -0.87662 -2.38809 -0.66379 0.05 0.12 0.10
H -0.60440 -1.78376 1.01107 0.00 0.03 -0.13
```
Forces are in eV/Å.

Computed properties:
- electronic energy (eV) = -8371.14041
- gap between HOMO and LUMO (eV) = 10.07
- charge = 0
- E_HOMO (hartree) = -0.3352
- energy above the lowest of the compared OMol25 structures with the same formula, charge and spin (kJ/mol) = 206.6

Listed below, in e, are the Mulliken charges computed for each atom: -0.643, -0.728, 0.321, -0.492, -0.227, -0.430, 0.339, 0.268, 0.309, 0.333, 0.205, 0.247, 0.258, 0.240

=====

One molecule with the formula C5H8O. Source: the OMol25 dataset; level of theory: wB97M-V/def2-TZVPD.

Geometry as XYZ:
```
14
Properties=species:S:1:pos:R:3:forces:R:3
C 1.42095 -0.97717 -0.32268 0.39 -0.15 -0.12
C 0.17861 -1.29543 -1.03882 0.07 0.20 -0.72
C 0.16767 -0.51242 0.33551 -0.55 0.00 -1.14
C -0.08672 0.96809 0.33033 -0.24 -0.38 -0.52
C -1.31418 1.53820 0.87078 -0.39 0.03 -0.16
O -0.08159 1.74967 1.53397 0.26 -0.45 0.13
H 1.96700 -0.17244 -0.80259 0.20 0.04 0.43
H 2.03123 -1.76824 0.08532 0.05 -0.07 -0.01
H -0.10776 -2.35287 -1.00467 -0.35 0.59 0.20
H -0.21165 -0.75653 -1.87839 0.49 0.17 -0.65
H -0.61682 -1.20411 0.57876 0.21 0.04 2.50
H 0.41865 1.50935 -0.47588 -0.21 -0.16 0.01
H -1.76865 2.39716 0.38501 0.04 0.06 0.16
H -1.99673 0.87676 1.40334 0.01 0.09 -0.12
```
Forces are in eV/Å.

Computed properties:
- electronic energy (eV) = -7358.82965
- gap between HOMO and LUMO (eV) = 10.50
- charge = 0
- E_HOMO (hartree) = -0.3441
- SMILES = C1CC1[C@H]1CO1
- energy above the lowest of the compared OMol25 structures with the same formula, charge and spin (kJ/mol) = 330.5

Listed below, in e, are the Mulliken charges computed for each atom: -0.550, -0.633, -0.105, 0.151, -0.434, -0.447, 0.199, 0.256, 0.251, 0.253, 0.260, 0.320, 0.234, 0.244

=====

A 2-piece molecular cluster, C4H12 overall. Source: the OMol25 dataset; level of theory: wB97M-V/def2-TZVPD.

Geometry as XYZ:
```
16
Properties=species:S:1:pos:R:3:forces:R:3
C 0.42034 -1.57155 -0.91700 -0.09 -0.36 0.16
C 1.17215 -1.36253 -2.22195 0.41 0.06 0.10
H -0.11152 -0.67378 -0.61401 0.04 0.12 0.04
H -0.32506 -2.36218 -0.97142 -0.09 -0.11 -0.27
H 1.07541 -1.88479 -0.10808 0.21 0.25 0.13
H 1.69385 -0.40978 -2.20966 -0.10 0.30 -0.02
H 0.49087 -1.36510 -3.06900 0.09 -0.05 -0.15
H 1.98566 -2.07989 -2.38118 -0.45 -0.23 -0.03
C -0.24017 1.95219 1.41647 0.03 -0.05 -0.20
C -1.37987 0.97065 1.69160 0.21 0.10 0.16
H 0.11420 1.91888 0.38298 -0.12 0.00 0.03
H -0.54625 2.97456 1.62366 -0.05 0.10 0.02
H 0.61286 1.74826 2.05399 0.21 -0.10 0.06
H -2.33963 1.41202 1.40411 0.08 -0.25 0.18
H -1.25611 0.02625 1.16640 0.01 0.02 -0.17
H -1.36675 0.70680 2.75308 -0.39 0.18 -0.06
```
Forces are in eV/Å.

Computed properties:
- electronic energy (eV) = -4342.41271
- gap between HOMO and LUMO (eV) = 12.89
- charge = 0
- E_HOMO (hartree) = -0.4315
- SMILES = CC.CC
- energy above the lowest of the compared OMol25 structures with the same formula, charge and spin (kJ/mol) = 11.2

Listed below, in e, are the Mulliken charges computed for each atom: -0.602, -0.898, 0.017, 0.322, 0.311, 0.279, 0.272, 0.279, -0.816, -0.669, 0.239, 0.304, 0.274, 0.244, 0.173, 0.271